[1]
58
Properties=species:S:1:pos:R:3:lowdin_spin:R:1 method="wB97M-V/def2-TZVPD" s2=2.02 charge=+1 homo_lumo_gap_ha="0.20463 / 0.26926" homo_energy_ev="-8.8 / -10.9" multiplicity=3 relative_energy_ev=0.712
Ti 0.166 -0.574 1.400 1.34
S -2.243 2.493 -0.539 0.00
O -3.791 -0.482 2.217 0.00
O -1.551 -0.597 2.351 0.01
N 1.097 -2.542 1.455 0.03
N -1.285 -0.887 -0.216 0.00
N 1.664 -0.544 -0.008 0.07
N 0.737 1.517 1.173 0.03
C 0.801 -3.502 2.358 0.03
C -3.427 -1.125 -1.957 0.01
C -1.081 -1.012 -1.530 0.01
C -3.645 -0.986 -0.596 0.00
C 2.941 -1.749 -1.629 -0.02
C -3.023 2.756 -2.141 0.00
C 0.498 3.848 1.582 0.02
C 1.645 3.105 -0.375 0.01
C 2.302 -4.150 0.147 0.01
C 2.706 0.633 -1.806 -0.01
C 3.196 -0.568 -2.313 0.10
C 1.953 0.620 -0.649 0.09
C 1.229 -4.805 2.178 0.02
C -0.441 2.183 3.206 0.00
C 1.976 -5.135 1.056 0.03
C 1.426 1.800 0.042 0.03
C 1.857 -2.855 0.376 0.03
C -2.703 -0.632 1.725 0.00
C 1.169 4.139 0.405 0.03
C -2.123 -1.128 -2.431 0.00
C -3.693 2.651 0.520 0.00
C -2.547 -0.860 0.233 0.01
C 0.003 -3.103 3.561 0.01
C 0.288 2.530 1.945 0.02
C 2.180 -1.711 -0.475 0.09
H -0.536 3.059 3.844 0.00
H 2.193 3.305 -1.283 0.00
H -4.631 -0.964 -0.155 0.00
H 0.132 4.638 2.221 0.00
H 0.004 -3.899 4.302 0.00
H 3.342 -2.684 -1.993 0.00
H 0.085 1.411 3.771 0.00
H 2.903 -4.377 -0.722 0.00
H -0.051 -1.016 -1.867 0.00
H -4.438 1.895 0.274 0.00
H -4.130 3.644 0.434 0.00
H -3.792 2.005 -2.324 0.00
H -1.030 -2.880 3.294 0.00
H 2.925 1.564 -2.308 0.00
H -2.250 2.664 -2.902 0.00
H -3.375 2.492 1.549 0.00
H -4.259 -1.226 -2.641 0.00
H 2.313 -6.152 0.903 0.00
H 1.329 5.166 0.106 0.00
H 0.981 -5.552 2.919 0.00
H 3.787 -0.577 -3.218 0.01
H -3.461 3.751 -2.202 0.00
H -1.909 -1.225 -3.486 0.00
H 0.422 -2.209 4.028 0.00
H -1.439 1.800 2.990 0.00


[2]
19
Properties=species:S:1:pos:R:3:lowdin_charge:R:1 method="wB97M-V/def2-TZVPD" smiles=C[C@H](CS)NCN charge=0 homo_lumo_gap_ha=0.35676 homo_energy_ev=-8.8 multiplicity=1 relative_energy_ev=0.306
S 0.158 -0.132 -3.217 0.71
N -0.224 1.905 2.477 0.00
N 0.202 0.120 0.867 -0.04
C -0.155 -0.395 -0.451 -0.51
C 0.722 0.247 -1.530 -0.53
C -0.747 1.031 1.462 -0.34
C -0.160 -1.902 -0.492 -0.08
H -0.430 -2.340 -1.446 0.06
H 1.771 0.032 -1.346 0.08
H -1.662 0.556 1.842 0.11
H -1.177 -0.050 -0.687 0.13
H 0.245 2.729 2.138 0.06
H 0.284 1.459 3.223 0.06
H 0.856 -2.295 -0.319 0.09
H 1.111 -1.011 -3.526 -0.15
H 0.662 1.328 -1.452 0.06
H -1.123 1.690 0.674 0.12
H 0.452 -0.634 1.491 0.11
H -0.783 -2.338 0.290 0.08


[3]
120
Properties=species:S:1:pos:R:3:lowdin_spin:R:1 method="wB97M-V/def2-TZVPD" s2=2.05 charge=+2 homo_lumo_gap_ha="0.25288 / 0.26347" homo_energy_ev="-12.9 / -13.1" multiplicity=3 relative_energy_ev=0.000
Sb -1.731 -2.102 -0.580 0.00
Sb 1.429 -0.564 -2.632 0.01
Mo -0.096 0.304 -0.455 1.90
Ge -1.934 2.312 -3.417 0.01
Si 2.547 -1.302 1.538 0.00
O -1.470 0.818 1.161 0.04
N -1.593 -1.876 3.281 0.00
N 1.404 -0.092 0.907 0.02
N -2.480 1.174 3.152 0.00
N 1.180 2.001 0.183 0.00
C 1.700 1.216 1.159 0.02
C -1.682 1.545 2.163 0.01
C 2.120 3.912 1.214 0.00
C -2.157 -6.943 0.068 0.00
C -0.919 -2.816 3.943 0.00
C -2.066 -2.369 -2.707 0.01
C -1.816 -4.193 -0.216 -0.01
C 3.619 3.107 -5.040 0.00
C -2.014 -2.357 6.002 0.00
C 4.016 -3.507 -4.467 0.00
C -4.418 -2.490 0.829 0.00
C 0.825 4.207 -0.886 0.00
C -6.280 -0.964 0.877 0.00
C 1.377 3.342 0.200 0.01
C 2.952 -2.021 -2.889 0.00
C -2.849 -4.849 -0.889 0.00
C 3.889 -2.387 -1.932 0.00
C 1.744 2.253 -3.805 0.00
C -3.704 -1.606 0.024 0.00
C -4.287 -0.396 -0.341 0.00
C 2.623 3.117 2.242 0.01
C -1.131 -6.295 0.737 0.00
C -2.046 4.239 -3.155 0.00
C -5.700 -2.167 1.255 0.00
C 2.401 1.761 2.242 0.00
C -1.132 1.618 -1.693 -0.05
C -1.087 -3.095 5.290 0.00
C -1.468 -1.377 -3.691 0.00
C 0.028 -1.565 -3.937 0.01
C 2.394 -1.433 3.402 0.00
C 2.363 3.294 -4.481 0.00
C -1.077 2.912 2.294 0.00
C -2.720 -1.371 5.332 0.00
C 4.251 1.878 -4.918 0.00
C 4.879 -3.312 -2.236 0.00
C 4.942 -3.875 -3.501 0.00
C 4.268 -0.701 1.112 0.00
C -3.227 -0.081 3.245 0.00
C -5.572 -0.079 0.076 0.00
C 3.026 -2.584 -4.165 0.00
C -3.733 1.541 -3.513 0.00
C -2.477 -1.161 3.981 0.00
C 2.140 -2.946 0.764 0.00
C 2.363 1.016 -3.693 0.00
C 3.627 0.832 -4.250 0.00
C -0.963 -4.923 0.596 0.00
C -3.016 -6.217 -0.745 0.00
C -0.972 1.945 -5.077 0.00
H -0.794 3.288 1.317 0.00
H -3.803 0.531 -3.114 0.00
H 1.454 -1.014 3.766 0.00
H -6.019 0.860 -0.226 0.00
H 0.767 2.407 -3.367 0.00
H -1.986 -1.499 -4.647 0.00
H 3.867 -1.951 -0.946 0.00
H -2.606 1.843 3.896 0.00
H -1.690 -3.373 -2.915 0.00
H 1.502 4.198 -1.739 0.00
H -2.288 -8.011 0.179 0.00
H 2.430 -2.477 3.720 0.00
H -1.716 1.805 -5.863 0.00
H 0.740 5.235 -0.539 0.00
H 5.714 -4.595 -3.737 0.00
H 5.605 -3.588 -1.482 0.00
H 4.141 -0.116 -4.168 0.00
H -0.343 1.061 -5.043 0.00
H 3.216 -0.921 3.907 0.00
H 5.233 1.727 -5.345 0.00
H 4.065 -3.934 -5.460 0.00
H -0.508 -3.878 5.759 0.00
H 4.577 0.091 1.797 0.00
H 4.348 -0.299 0.100 0.00
H 1.648 -2.874 -0.209 0.00
H 4.104 3.916 -5.569 0.00
H -1.478 2.366 -0.966 0.01
H -2.188 -2.545 7.052 0.00
H -0.455 -6.855 1.369 0.00
H -0.344 2.792 -5.348 0.00
H -1.688 -0.360 -3.381 0.00
H -4.449 2.173 -2.987 0.00
H -0.158 -4.442 1.118 0.00
H 0.302 -2.615 -3.813 0.00
H -3.462 -0.774 5.849 0.00
H 2.300 4.978 1.201 0.00
H 3.183 3.574 3.048 0.00
H 0.294 -1.295 -4.958 0.00
H 1.497 -3.504 1.435 0.00
H 2.329 -2.302 -4.944 0.00
H -0.204 -3.383 3.366 0.00
H -0.184 2.863 2.919 0.00
H 1.863 4.251 -4.578 0.00
H 3.041 -3.547 0.628 0.00
H -1.781 3.606 2.752 0.00
H -6.247 -2.862 1.879 0.00
H -3.981 -3.430 1.141 0.00
H -1.721 0.660 -1.435 0.00
H -0.149 3.872 -1.229 0.00
H -3.151 -2.408 -2.818 0.00
H -3.822 -6.714 -1.269 0.00
H -3.465 -0.398 2.237 0.00
H -4.024 1.502 -4.564 0.00
H -3.540 -4.303 -1.520 0.00
H -7.283 -0.719 1.203 0.00
H -1.060 4.706 -3.165 0.00
H -3.749 0.325 -0.943 0.00
H -2.545 4.489 -2.218 0.00
H -2.625 4.675 -3.970 0.00
H 2.755 1.128 3.041 0.00
H 4.999 -1.507 1.213 0.00
H -4.156 0.144 3.765 0.00


[4]
25
Properties=species:S:1:pos:R:3:lowdin_charge:R:1 method="wB97M-V/def2-TZVPD" smiles="CC(C)=NC1(C#N)CCCC1" charge=0 homo_lumo_gap_ha=0.37238 homo_energy_ev=-9.3 multiplicity=1 relative_energy_ev=2.546
N -0.415 3.186 0.387 0.18
N 0.691 0.030 -0.626 0.12
C -0.521 2.042 0.227 -0.22
C -1.207 -0.264 1.014 -0.09
C -2.304 -1.095 0.230 -0.21
C 3.007 -0.333 -1.140 -0.03
C -2.786 -0.042 -0.723 -0.28
C -1.625 0.624 -1.317 -0.15
C 2.316 1.069 0.984 -0.02
C 1.876 0.271 -0.272 -0.38
C -0.583 0.688 -0.168 -0.44
H -1.830 1.760 -1.567 0.15
H 2.403 -0.972 -1.831 0.09
H -1.858 -1.957 -0.316 0.11
H -1.808 0.378 1.782 0.14
H 3.303 0.978 1.309 0.05
H -3.612 0.645 -0.247 0.15
H -1.339 -0.066 -2.188 0.15
H 1.724 0.566 1.773 0.09
H -3.279 -0.515 -1.577 0.10
H 2.083 2.125 1.014 0.06
H -0.380 -0.883 1.512 0.12
H 3.434 0.592 -1.513 0.08
H -2.989 -1.613 1.052 0.14
H 3.605 -0.889 -0.375 0.09


[5]
64
Properties=species:S:1:pos:R:3:lowdin_charge:R:1 method="wB97M-V/def2-TZVPD" smiles="C=C[C@@]1(Br)[C@@](CCCF)(Cc2ccccc2)[C@H](CCCI)O[C@]1(I)Cc1cccc(C)c1" charge=0 homo_lumo_gap_ha=0.31033 homo_energy_ev=-8.5 multiplicity=1
I -0.944 -1.618 -5.398 0.66
I 0.845 2.797 2.295 0.96
Br 1.283 -2.071 2.313 0.84
F -5.485 -2.041 -0.477 -0.11
O 0.966 0.532 0.192 -0.17
C -2.616 4.367 -0.491 -0.06
C 2.810 0.581 1.988 -0.24
C -3.242 3.959 -1.868 -0.08
C 4.969 1.139 -2.982 -0.10
C 0.194 -0.361 2.238 -0.56
C -0.111 -0.174 3.827 -0.20
C -3.044 -1.964 0.222 -0.17
C 0.324 -1.292 -2.500 -0.28
C -1.067 -1.046 -3.267 -0.64
C 0.161 -1.584 -0.922 -0.14
C -3.172 1.406 -0.943 -0.04
C 1.253 0.718 1.611 -0.71
C -0.261 -0.225 -0.124 -0.21
C -4.547 -1.494 0.494 -0.17
C 4.366 -1.488 0.908 -0.07
C -3.530 2.448 -2.069 -0.06
C -2.020 -1.705 1.435 -0.16
C -2.180 0.788 1.617 -0.11
C 3.983 0.708 -0.520 0.01
C -1.099 -0.370 1.242 -0.27
C -2.542 1.781 0.421 -0.15
C -2.287 3.324 0.639 -0.06
C 5.518 -1.214 -1.575 -0.04
C 4.842 0.177 -1.690 -0.22
C -0.675 -1.242 4.596 -0.04
C 3.704 -0.090 0.811 -0.17
C 5.251 -2.028 -0.273 -0.06
H 3.219 1.661 2.061 0.05
H 3.946 1.599 -3.254 0.08
H -3.092 -3.113 0.077 0.13
H 1.004 -0.377 -2.651 0.12
H -3.481 4.712 -2.699 0.09
H -4.868 -1.912 1.517 0.13
H 5.270 0.489 -3.888 0.08
H -2.410 5.495 -0.365 0.09
H -3.426 0.325 -1.183 0.07
H 6.163 -1.559 -2.445 0.09
H -3.184 0.349 1.987 0.12
H -1.237 0.098 -3.292 0.05
H 0.841 -2.183 -2.996 0.09
H -1.827 1.459 2.492 0.08
H -1.867 3.767 1.598 0.03
H 0.106 0.785 4.401 0.07
H -0.542 -2.461 -0.726 0.11
H -1.980 -1.511 -2.767 0.04
H 1.206 -1.932 -0.563 0.10
H 3.018 0.118 3.016 0.12
H -2.570 -1.556 -0.731 0.07
H -0.826 -1.146 5.735 0.07
H -4.014 2.118 -3.047 0.09
H -1.378 -2.662 1.519 0.09
H 5.767 -3.044 -0.191 0.08
H -4.655 -0.346 0.589 0.11
H 5.715 1.988 -2.830 0.08
H -0.678 0.402 -0.981 0.14
H 4.220 -2.102 1.866 0.07
H -0.958 -2.257 4.145 0.05
H -2.613 -1.670 2.430 0.12
H 3.482 1.747 -0.572 0.11


[6]
10
Properties=species:S:1:pos:R:3:lowdin_charge:R:1 method="wB97M-V/def2-TZVPD" charge=0 homo_lumo_gap_ha=0.33947 homo_energy_ev=-10.7 multiplicity=1 relative_energy_ev=1.846
S -0.373 0.194 -1.682 0.88
O -0.624 0.262 -3.104 -0.42
O -1.232 -0.715 -0.988 -0.48
N -0.382 -3.102 -1.441 0.01
N 0.736 2.539 2.261 -0.03
C 0.730 -3.138 -1.727 -0.09
H -1.380 -2.919 -1.224 0.10
H 0.834 1.593 1.922 -0.02
H 1.537 2.884 2.801 0.00
H 0.154 2.404 3.183 0.05


Number 1: strongest force on any atom 0.2 eV Å⁻¹. Number 2: strongest force on any atom 1.3 eV Å⁻¹. Number 3: strongest force on any atom 1.0 eV Å⁻¹. Number 4: strongest force on any atom 4.7 eV Å⁻¹. Number 5: strongest force on any atom 4.7 eV Å⁻¹. Number 6: strongest force on any atom 4.0 eV Å⁻¹.